Record 1
Molecular formula: C3H12O3
Method: DFT, ωB97M-V/def2-TZVPD

Calculated values
HOMO, eV: -9.192
E_LUMO, eV: 0.6
Structure (SMILES): CO.CO.CO

Structure (ORCA input):
```
! wB97M-V def2-TZVPD RIJCOSX def2/J DEFGRID3
* xyz 0 1
C 14.64 12.58 -17.44
H 16.74 18.60 -19.03
H 17.11 15.97 -19.10
H 13.23 15.98 -16.00
H 13.36 11.96 -18.68
O 14.18 11.65 -18.30
H 14.00 12.78 -16.59
H 14.77 13.53 -17.97
O 14.85 16.00 -17.13
C 16.53 16.78 -18.65
O 16.44 17.84 -19.54
H 16.94 17.01 -17.67
H 15.61 12.32 -17.02
H 14.85 16.90 -17.46
H 15.59 16.35 -18.30
H 13.01 16.00 -17.79
H 13.39 14.53 -16.76
C 13.58 15.59 -16.95
*
```

***

Record 2
Molecular formula: C22H37MoO2Si
Method: DFT, ωB97M-V/def2-TZVPD

Calculated values
HOMO (spin up / spin down), eV: -11.403 / -11.454
E_LUMO (spin up / spin down), eV: -4.1 / -4.6

Structure (ORCA input):
```
! wB97M-V def2-TZVPD RIJCOSX def2/J DEFGRID3
* xyz 1 3
H -1.48 0.01 -2.00
O 1.56 0.52 -2.12
C 1.15 1.86 -1.76
C -2.19 -1.02 3.68
H -3.32 0.07 0.71
C -0.23 -2.97 2.68
H 1.71 0.25 5.32
H 2.48 1.42 1.40
C -0.05 0.88 -4.47
C 0.63 -0.32 -1.41
C -2.62 1.01 2.62
H -0.96 2.41 -2.19
H -2.19 -1.38 -5.31
C 1.59 -1.57 3.01
C -0.04 0.31 -5.88
H -1.06 -3.64 2.85
H 0.40 -2.34 4.75
H -1.23 -2.82 -4.82
H 1.42 2.57 -2.55
H 2.37 -1.00 3.50
H -1.20 -2.26 -6.51
H 1.43 -2.14 -6.23
C 0.54 -2.30 3.68
H 0.92 1.32 -4.24
H -2.86 -2.27 1.92
C -0.36 1.86 -1.44
H -2.11 -1.74 4.48
C -2.84 -0.03 1.68
C 1.26 -1.76 -5.21
H -0.52 2.32 -0.47
C -2.59 -1.29 2.31
C 1.07 1.13 5.12
H 0.64 3.85 3.25
H 0.12 0.96 5.64
C -2.15 0.42 3.84
H 0.90 0.54 -6.39
H 1.28 -2.61 -4.52
H -1.13 0.18 -0.28
H -0.88 1.56 -4.21
H -0.88 3.14 3.84
H 2.85 2.65 2.64
H -1.94 0.93 4.77
C -1.25 -1.93 -5.46
C 0.33 -2.67 1.40
H 3.26 0.94 2.93
H 1.55 2.02 5.56
C 1.46 -1.80 1.60
O -0.21 -0.41 -3.82
H 0.02 -3.09 0.45
H -2.87 2.05 2.48
H 2.12 -1.43 0.83
Mo -0.33 -0.72 2.35
C 2.52 1.61 2.48
Si 0.81 1.38 3.26
H 0.62 -1.31 -1.87
H 1.02 -0.41 -0.37
C -0.73 0.37 -1.29
H 1.72 2.12 -0.84
C -0.06 -1.05 -5.13
H -0.52 3.14 2.10
H 2.07 -1.07 -4.95
C -0.08 3.04 3.10
H -0.93 0.53 -6.46
*
```

***

Record 3
Molecular formula: C2H9NO2
Method: DFT, ωB97M-V/def2-TZVPD

Calculated values
HOMO, eV: -8.321
E_LUMO, eV: -4.2

Structure (ORCA input):
```
! wB97M-V def2-TZVPD RIJCOSX def2/J DEFGRID3
* xyz 0 1
H -1.28 1.87 -0.43
H 1.62 -0.68 0.72
H -0.59 -0.02 -2.16
N -2.56 0.30 -0.36
H -3.08 0.23 0.53
H 0.91 -0.52 2.34
C -0.28 0.17 -1.14
O 0.83 -0.20 1.44
O 2.43 -0.79 -0.18
C -1.32 0.76 -0.20
H 0.00 -0.82 -0.77
H 3.26 -1.26 -0.24
H 0.61 0.79 -1.10
H -0.98 0.94 0.85
*
```

***

Let's list energy above the lowest of the compared OMol25 structures with the same formula, charge and spin in order: 88.9, 7.6, 154.1 kcal/mol.